No. 1
Here is 3 unconnected molecules or ions with the total composition C24H57B2IN2O10PS3 from the Open Molecules 2025 dataset. Energies are from ωB97M-V/def2-TZVPD.

```
100
Properties=species:S:1:pos:R:3:forces:R:3:lowdin_charge:R:1
C 5.0999 0.1910 -0.0187 -0.9 -0.7 0.4 -0.1270
C 3.7200 -0.2610 0.6474 1.5 0.0 -0.1 -0.2488
C 3.5482 -1.8067 0.3807 -1.2 0.3 0.3 -0.2174
C 2.1723 -2.1676 -0.3472 1.8 0.2 -0.3 -0.1991
C 2.3664 -3.5251 -1.1202 0.3 -0.1 0.3 -0.1983
C 1.1781 -4.5585 -1.1031 0.1 0.3 -0.8 -0.1961
C -0.1840 -4.0972 -0.4725 -0.4 -1.9 0.2 -0.1987
C -0.4384 -4.8917 0.8869 -1.1 1.1 -0.2 -0.2087
C 0.0709 -4.1235 2.1682 -0.5 -1.1 -0.4 -0.1980
C -1.0679 -3.1584 2.6515 0.1 -0.3 0.5 -0.2088
C -0.6003 -2.0059 3.6074 0.2 0.4 -0.2 -0.2018
C 0.5179 -1.0565 3.0318 -0.1 0.4 0.4 -0.1881
C -0.0164 0.1875 2.1920 0.4 -1.6 -0.5 -0.2036
C -1.2720 -0.1264 1.3045 0.1 0.3 1.0 -0.2697
P -1.9649 1.4068 0.2958 -0.3 -2.2 1.5 0.6083
O -0.6591 2.4560 0.8295 0.8 -0.3 -0.6 -0.3221
C -1.0093 0.9599 -1.2801 1.4 1.0 -1.0 -0.3241
C -1.5949 0.3110 -2.5529 1.8 -1.4 -1.1 -0.7303
C -1.8593 -1.2626 -2.5447 -0.5 0.3 1.2 -0.1548
I -3.1431 1.4233 -3.6528 0.4 -0.4 0.5 0.8683
N -2.7902 2.8876 -0.5310 1.8 1.4 -0.9 -0.0534
C -2.1857 3.9080 -0.3398 -2.4 1.4 1.1 -0.8256
S -1.9597 5.4279 0.2639 0.5 -0.9 -1.0 0.4952
B -3.5805 0.3485 -0.0906 -1.8 0.4 -0.5 -0.6381
N -3.7519 -1.1295 0.0973 0.0 -0.1 -0.5 0.1037
O -4.7340 1.0630 -0.5591 1.2 -0.9 -0.4 -0.0068
B -2.9024 1.9173 1.9318 -0.5 1.4 1.9 -0.5708
O -4.1039 1.2526 2.3982 1.3 -0.4 -0.4 0.0552
O -2.4359 2.9571 2.8034 -0.3 -1.4 -0.3 0.0599
H 5.9091 -0.3874 0.5044 -0.6 0.7 -0.5 0.0721
H 5.0760 -0.1595 -1.0805 0.2 0.7 0.7 0.0680
H 5.2685 1.2874 0.0914 0.0 -0.8 -0.3 0.0624
H 3.8526 -0.0601 1.7431 -0.5 -0.2 -0.9 0.0953
H 2.8613 0.3562 0.2751 0.7 -0.7 0.2 0.0923
H 4.4044 -2.2311 -0.2107 -0.7 0.5 0.6 0.0981
H 3.5112 -2.3138 1.3784 0.3 0.1 -0.8 0.1046
H 1.3992 -2.1649 0.4505 0.3 0.0 -1.0 0.0659
H 2.0174 -1.3627 -1.1172 -0.4 -0.6 0.9 0.1112
H 2.6722 -3.2742 -2.1746 -0.4 -0.3 0.9 0.1078
H 3.2714 -4.0357 -0.6818 -0.9 0.4 -0.4 0.0971
H 1.5325 -5.4917 -0.5918 -0.4 0.8 -0.4 0.0975
H 0.9715 -4.8584 -2.1699 0.2 0.2 1.0 0.1009
H -0.3363 -3.0004 -0.3691 0.3 -0.8 0.1 0.0758
H -1.0026 -4.4600 -1.1582 0.8 0.5 0.5 0.1065
H -1.5623 -4.9548 0.9724 1.0 -0.1 0.1 0.1027
H -0.0855 -5.9494 0.8092 0.0 0.9 0.0 0.0984
H 0.2686 -4.9100 2.9503 0.1 1.0 -0.5 0.1088
H 1.0293 -3.6217 1.8971 -0.7 -0.2 0.5 0.0851
H -1.7992 -3.7821 3.2455 0.6 0.5 -0.7 0.1125
H -1.6363 -2.8123 1.7516 0.6 0.1 0.8 0.0898
H -1.4910 -1.3765 3.8895 0.8 -0.6 -0.2 0.1035
H -0.2154 -2.4263 4.5752 -0.4 0.1 -0.8 0.1033
H 1.0726 -0.6188 3.9101 -0.4 -0.5 -0.8 0.0903
H 1.2934 -1.6360 2.4587 -0.8 0.4 0.4 0.0732
H 0.8258 0.4411 1.4863 -0.7 0.3 0.9 0.0854
H -0.2126 0.9999 2.9334 0.2 -0.4 -1.0 0.1024
H -1.1340 -0.9941 0.6059 0.1 0.6 0.7 0.0600
H -2.0936 -0.4013 2.0321 0.6 -0.1 -0.9 0.0602
H 0.1782 2.2811 0.3729 -0.3 0.1 0.1 0.0408
H -0.1184 0.3314 -0.9646 -1.0 0.3 -0.4 0.0886
H -0.5244 1.9166 -1.6459 -0.6 -0.8 0.3 0.0853
H -0.7581 0.3736 -3.3103 -1.0 0.4 0.7 0.0570
H -2.9243 -1.5053 -2.7785 0.9 0.1 0.0 0.0492
H -1.6790 -1.6749 -1.5130 -0.2 0.5 -0.9 0.0421
H -1.1632 -1.8102 -3.2221 -0.6 0.6 0.2 0.0720
H -4.2451 -1.3480 0.9663 0.2 0.1 -0.3 0.0697
H -4.3176 -1.4916 -0.6770 -0.1 0.0 0.5 0.0539
H -5.1535 0.5890 -1.2963 -0.1 0.1 0.6 0.0528
H -3.8405 0.5691 3.0409 -0.3 0.5 -0.2 0.0886
H -1.9080 2.5775 3.5272 -0.2 0.4 -0.3 0.0857
O 1.9032 1.7172 5.2359 0.2 -0.4 0.1 -0.2695
S 3.3243 1.8545 5.3391 0.2 0.7 0.0 0.5786
O 4.2168 0.8252 4.8942 -0.3 -0.1 0.1 -0.2827
O 3.7011 2.2501 6.8530 0.0 0.2 -0.4 -0.2659
C 3.2510 1.3931 7.9069 -0.2 -0.6 0.5 -0.2656
C 4.0664 0.1157 7.9889 0.1 -0.2 -0.3 -0.0780
C 3.8066 3.3747 4.5831 0.1 0.1 0.1 -0.1172
H 2.1859 1.1750 7.7942 0.0 0.1 -0.2 0.1165
H 3.3679 1.9534 8.8355 0.0 0.2 -0.2 0.1195
H 3.9139 -0.5055 7.1054 0.0 0.0 0.1 0.0698
H 3.7808 -0.4685 8.8652 0.0 0.1 0.0 0.0784
H 5.1328 0.3435 8.0428 -0.1 0.0 0.1 0.0830
H 3.1570 4.1708 4.9394 0.0 -0.1 0.0 0.0764
H 3.6981 3.2556 3.5054 -0.1 -0.1 0.1 0.0795
H 4.8468 3.5774 4.8311 0.0 -0.1 0.0 0.0724
O -0.5899 2.7860 -8.3156 -0.3 -0.3 -0.1 -0.2836
S -1.8874 2.9045 -7.7135 -0.2 0.7 0.5 0.5698
O -2.5963 1.7624 -7.2258 0.3 -0.1 -0.4 -0.3194
O -2.8490 3.7292 -8.7096 0.3 0.1 0.3 -0.2662
C -3.0098 3.2477 -10.0458 -0.2 -0.4 -0.7 -0.2710
C -3.9147 2.0305 -10.1067 0.0 -0.2 0.2 -0.0784
C -1.8156 4.1079 -6.4247 0.0 0.1 -0.1 -0.1346
H -2.0364 3.0390 -10.4975 0.0 0.0 0.2 0.1137
H -3.4623 4.0594 -10.6175 0.1 0.2 0.3 0.1184
H -3.4578 1.1756 -9.6067 0.0 0.0 0.0 0.0696
H -4.1136 1.7489 -11.1423 0.0 0.1 0.0 0.0768
H -4.8618 2.2306 -9.6022 0.0 0.0 -0.1 0.0846
H -1.3073 4.9955 -6.7952 0.0 0.0 0.0 0.0720
H -1.2566 3.6722 -5.5970 -0.1 -0.1 -0.1 0.0613
H -2.8286 4.3420 -6.1037 0.0 -0.1 0.0 0.0743
```
Positions in Å, forces in eV/Å.

Computed properties:
- Total charge: -1


No. 2
Here is 9 unconnected molecules or ions with the total composition C24H57Cl9N6O6 from the Open Molecules 2025 dataset. Energies are from ωB97M-V/def2-TZVPD.

```
102
Properties=species:S:1:pos:R:3:forces:R:3:lowdin_charge:R:1
C 3.0336 -4.6312 -5.3682 -0.4 0.7 0.7 -1.5073
Cl 3.5743 -3.1500 -6.1812 0.0 -0.6 -0.1 0.5581
Cl 1.4362 -5.1225 -5.9202 0.1 -0.1 -0.2 0.5376
Cl 2.9339 -4.2677 -3.6221 0.1 -0.2 0.0 0.5185
H 3.7271 -5.4554 -5.4615 0.2 0.1 -0.4 -0.0365
C 11.2926 0.7991 -1.8422 -0.1 -0.6 0.1 -1.4952
Cl 9.7800 1.5056 -2.3826 -0.1 0.2 -0.7 0.5792
Cl 12.5472 0.8148 -3.1187 -0.4 0.4 0.6 0.5114
Cl 11.0448 -0.8880 -1.3460 0.0 0.1 0.0 0.5532
H 11.4997 1.3594 -0.9356 0.8 -0.1 -0.2 -0.0023
C 4.9326 -7.8736 -8.2564 0.1 -0.2 -0.5 -1.5384
Cl 6.6542 -7.8965 -8.5383 0.6 0.1 0.0 0.5380
Cl 4.5948 -8.0801 -6.5437 -0.3 -0.2 -0.1 0.5717
Cl 4.2056 -9.1301 -9.3119 -0.2 0.4 0.6 0.5060
H 4.5759 -6.8956 -8.5556 -0.2 -0.1 0.0 0.0112
C 6.3971 -5.7698 -4.5450 -0.5 -0.4 0.2 -0.0876
C 7.3767 -4.6605 -4.1611 0.0 -0.7 -1.3 -0.4098
C 7.0000 -3.9581 -2.8629 1.1 0.5 -1.0 -0.1882
O 7.8115 -2.7843 -2.8395 0.7 0.0 0.6 -0.2042
C 7.7458 -2.1318 -1.5754 -1.2 0.0 -1.0 -0.1122
N 8.7309 -5.2541 -4.1605 -0.5 0.0 0.9 0.0638
H 6.2660 -5.8579 -5.6243 -0.1 0.5 0.1 0.0220
H 5.4368 -5.5851 -4.0530 -0.1 -0.1 -0.2 0.0403
H 6.6873 -6.7893 -4.2690 0.3 0.2 0.5 0.0806
H 7.3697 -3.9878 -5.0256 -0.5 0.5 0.5 0.0936
H 7.2277 -4.6605 -2.0528 -0.1 0.2 0.3 0.1334
H 5.9746 -3.5759 -2.8218 -0.3 -0.7 -0.1 0.0972
H 8.1427 -2.7747 -0.7916 0.1 0.2 0.2 0.0880
H 6.6806 -1.9056 -1.4312 -0.1 -0.2 0.7 0.0771
H 8.2078 -1.1506 -1.6245 0.5 -0.2 -0.1 0.0339
H 8.7277 -5.9552 -4.8866 0.4 0.0 -0.1 0.0642
H 9.4539 -4.5721 -4.3332 0.0 0.1 -0.1 0.0424
C 4.8997 -0.6913 5.1677 1.1 0.0 0.3 -0.0765
C 4.7798 -1.2373 3.7633 -2.1 -2.0 0.1 -0.4040
C 5.4684 -2.6128 3.5965 1.5 1.4 0.2 -0.2408
O 5.2551 -3.1213 2.3065 -0.6 -0.1 -0.4 -0.1947
C 6.1781 -4.1430 1.9945 0.8 0.4 0.6 -0.1049
N 3.3169 -1.4861 3.5831 0.1 0.7 -0.7 0.0190
H 5.9413 -0.5505 5.4775 0.0 0.0 -0.1 0.0772
H 4.4905 -1.4222 5.8688 -0.1 0.0 0.0 0.0783
H 4.3830 0.2518 5.3243 -0.1 0.0 -0.3 0.0763
H 5.0684 -0.5989 2.9304 0.3 0.3 0.3 0.1332
H 5.1809 -3.3147 4.3860 -0.3 -0.1 0.0 0.1283
H 6.5480 -2.4330 3.7317 0.1 -0.2 0.0 0.1237
H 6.3209 -4.7660 2.8837 -0.1 -0.4 -0.3 0.0874
H 7.1543 -3.6853 1.7826 0.0 -0.1 0.0 0.0838
H 5.8957 -4.7260 1.1222 -0.4 0.1 0.1 0.0855
H 3.0026 -2.2238 4.2017 0.1 0.0 0.1 0.0656
H 3.1772 -1.8228 2.6350 -0.1 -0.1 0.1 0.0605
C 13.4519 -5.1135 -7.2376 -0.6 0.1 -0.1 -0.0588
C 13.7705 -3.7312 -6.6629 -0.2 0.5 -0.2 -0.4443
C 14.2769 -3.8911 -5.2123 0.4 -1.4 -0.3 -0.1968
O 13.3214 -4.5337 -4.3890 -0.3 0.1 -0.1 -0.1877
C 12.2497 -3.7119 -3.9980 0.2 0.8 0.7 -0.1167
N 14.8004 -3.1765 -7.5058 1.5 0.5 -0.5 0.0186
H 13.1460 -5.1114 -8.2884 0.0 0.5 0.0 0.0726
H 12.6110 -5.5710 -6.7162 0.3 -0.2 0.3 0.0772
H 14.3563 -5.7218 -7.2272 -0.1 -0.2 0.4 0.0846
H 12.9062 -3.0537 -6.6589 -0.3 -0.4 0.0 0.1190
H 14.7149 -3.0295 -4.6962 -0.3 0.4 -0.4 0.1271
H 15.0747 -4.6384 -5.2932 0.2 0.2 0.1 0.1241
H 11.8410 -3.1084 -4.8142 -0.3 -0.4 -0.1 0.0792
H 12.5530 -2.9593 -3.2514 0.3 -0.1 0.0 0.0675
H 11.5094 -4.3267 -3.4907 -0.1 -0.1 -0.3 0.0812
H 14.7035 -3.3075 -8.5014 -0.4 -0.4 0.1 0.0657
H 15.0723 -2.2067 -7.4118 -0.3 0.0 0.6 0.0722
C 6.8059 -3.9040 -8.3856 -0.5 0.4 0.0 -0.3367
O 6.4488 -4.4904 -7.3814 0.2 -0.1 0.0 -0.0340
N 7.4286 -2.7075 -8.4353 -0.5 -0.5 -0.2 -0.1856
C 7.7762 -2.1249 -9.7319 -0.1 -0.4 0.6 -0.0456
C 7.8777 -2.0205 -7.2337 0.5 -0.2 -0.1 -0.0209
H 6.5547 -4.2729 -9.3940 0.2 -0.1 0.0 0.1325
H 7.3020 -1.1446 -9.7495 0.6 0.3 -0.4 0.0928
H 7.3958 -2.7037 -10.5719 -0.4 -0.2 0.3 0.0813
H 8.8601 -2.1749 -9.8583 0.0 0.8 0.0 0.0914
H 7.5139 -0.9961 -7.1710 0.1 0.1 -0.3 0.0865
H 7.5799 -2.5104 -6.3097 -0.2 -0.3 -0.3 0.0642
H 8.9685 -2.0498 -7.2710 0.1 0.4 0.3 0.0943
C 4.8302 1.5391 -3.3358 0.1 -0.7 -0.1 -0.3603
O 5.4680 2.3486 -3.9695 0.1 0.4 -0.2 0.0091
N 4.5928 0.2646 -3.7327 0.8 0.3 0.5 -0.1892
C 3.9674 -0.6965 -2.8400 -0.1 0.3 -0.3 -0.0641
C 5.0883 -0.2343 -5.0245 -0.8 0.9 0.7 -0.0478
H 4.3879 1.7573 -2.3524 0.0 0.1 0.1 0.1284
H 2.9725 -0.9652 -3.1994 0.0 -0.2 0.0 0.0812
H 3.8571 -0.2669 -1.8454 0.1 0.0 0.0 0.0844
H 4.5871 -1.5907 -2.7758 -0.1 -0.1 0.1 0.0546
H 5.8666 0.3870 -5.4620 0.1 0.2 0.5 0.0791
H 5.4780 -1.2309 -4.8345 -0.3 -0.2 -0.6 0.0631
H 4.2006 -0.0958 -5.6492 0.4 -1.0 -0.6 0.0909
C 9.7759 2.3040 1.7076 -0.6 0.0 0.4 -0.3359
O 10.6088 1.4700 1.4176 0.3 0.1 -0.2 0.0051
N 8.4927 2.3024 1.2926 -0.4 -0.1 -0.6 -0.1839
C 7.5812 3.3611 1.6575 -0.2 0.8 0.0 -0.0627
C 8.0149 1.2746 0.3999 0.7 -0.8 -0.4 -0.0823
H 9.9443 3.1270 2.4211 0.3 0.1 -0.1 0.1378
H 7.6744 4.2594 1.0339 0.5 0.0 0.1 0.0911
H 7.7356 3.6260 2.7032 -0.2 0.1 0.0 0.0857
H 6.5329 3.1167 1.4888 0.1 -0.7 0.3 0.0875
H 7.5462 0.4567 0.9536 -0.5 0.2 -0.1 0.0971
H 7.4365 1.6742 -0.4318 -0.5 0.1 0.4 0.0847
H 8.8537 0.7996 -0.1015 0.2 0.1 0.3 0.0039
```
Positions in Å, forces in eV/Å.

Computed properties:
- SMILES: COC[C@H](C)N.COC[C@H](C)N.COC[C@H](C)N.ClC(Cl)Cl.ClC(Cl)Cl.ClC(Cl)Cl.CN(C)C=O.CN(C)C=O.CN(C)C=O


Number 1: electronic energy -3693.8961 a.u., HOMO -4.0 eV. Number 2: electronic energy -5870.2283 a.u., HOMO -8.9 eV.